(1)
The following is a DFT calculation (ωB97M-V/def2-TZVPD) of C24H36N2O3 in the gas phase.

```
65
Properties=species:S:1:pos:R:3:mulliken_charge:R:1
C -0.39141 -4.69023 0.91504 -1.3943
H -0.39630 -5.39407 1.74225 0.4308
H -1.36429 -4.21204 0.84554 0.1245
H -0.20422 -5.22915 -0.01004 0.3730
C 0.68824 -3.63534 1.13475 0.4178
C 0.45853 -2.86742 2.43712 -1.1370
H 1.14875 -2.03119 2.52127 0.3600
H 0.60071 -3.52963 3.28692 0.4486
H -0.55493 -2.47569 2.46053 0.1603
H 1.66901 -4.13217 1.16062 0.4923
O 0.63026 -2.76645 0.00959 -0.4543
C 1.67278 -1.93881 -0.26711 0.7968
C 1.48857 -1.08844 -1.35791 -0.3150
C 2.45978 -0.17542 -1.70901 -0.1738
C 3.64933 -0.08996 -0.99649 0.5024
C 3.84503 -0.96623 0.05930 -0.9235
C 2.87798 -1.88281 0.42575 -0.2895
H 3.07446 -2.53482 1.26149 0.3988
H 4.76575 -0.92354 0.62248 0.3854
C 4.63651 1.00807 -1.27024 -1.3707
H 4.53414 1.36508 -2.29745 0.3488
H 5.65943 0.65986 -1.12346 0.4285
C 4.36252 2.16722 -0.29326 -0.7797
N 2.98586 2.59711 -0.37300 -0.0372
C 2.03652 2.11941 0.46773 -0.5690
O 2.29285 1.51143 1.48405 -0.6605
C 0.61759 2.49377 0.04835 1.6976
C -0.39538 1.62386 0.80280 -1.2118
N -1.73872 2.04957 0.49479 0.3696
C -2.05695 3.35505 0.63493 0.7855
O -3.14649 3.81939 0.35685 -0.7170
C -0.90925 4.18485 1.17656 -1.1094
C 0.35113 3.98948 0.32865 -0.7317
H 1.20176 4.43152 0.85217 0.4212
H 0.22728 4.52613 -0.61355 0.3401
H -0.71514 3.88027 2.20701 0.3663
H -1.20864 5.23286 1.17954 0.4170
C -2.70682 1.11695 -0.06767 0.0432
C -3.01351 -0.01074 0.94028 -1.7547
H -2.49465 0.23124 1.87075 0.4813
C -2.64488 -1.44066 0.54667 0.4235
C -3.55273 -2.04173 -0.52611 -1.0587
C -3.17099 -1.64812 -1.94823 -0.3808
C -3.27811 -0.15134 -2.22264 -1.1838
H -3.13081 0.00701 -3.29395 0.3604
C -2.24548 0.68055 -1.46199 0.0963
H -2.05024 1.59912 -2.02251 0.6254
H -1.30813 0.12681 -1.40124 -0.4891
H -4.28235 0.19837 -1.97625 0.3745
H -3.82687 -2.17876 -2.64334 0.4063
H -2.14844 -1.97975 -2.14592 0.1252
H -3.50503 -3.13186 -0.45578 0.3732
H -4.58644 -1.74685 -0.33074 0.3956
H -2.74976 -2.04713 1.45151 0.6093
H -1.60453 -1.50977 0.22772 -0.3775
H -4.08190 0.00555 1.16590 0.3528
H -3.61026 1.72379 -0.19723 0.6155
H -0.26862 0.57963 0.51930 -0.3118
H -0.18893 1.70049 1.87658 0.1979
H 0.50722 2.29367 -1.02194 0.3539
H 2.69159 3.00777 -1.24524 0.3114
H 5.01961 3.01483 -0.50608 0.4138
H 4.52164 1.82964 0.73260 0.3666
H 2.28855 0.48027 -2.55212 0.3463
H 0.56785 -1.16048 -1.91685 0.0932
```

Values from the calculation:
net charge = 0
SMILES string = CC(C)Oc1ccc(CCNC(=O)[C@@H]2CCC(=O)N(C3CCCCCC3)C2)cc1
E_HOMO = -8.380 eV
HOMO-LUMO gap = 9.0 eV
energy = -1271.4103 Ha

---

(2)
The following is a DFT calculation (ωB97M-V/def2-TZVPD) of 4 unconnected molecules or ions with the total composition C40H85F6IN4P.

```
137
Properties=species:S:1:pos:R:3:mulliken_charge:R:1
C 3.82277 -4.57312 6.07852 0.3744
C 4.26072 -4.77259 4.99352 -1.0797
P 5.00691 -5.06178 3.25188 -0.7624
I 4.26710 -7.59296 3.61919 -0.1592
C 6.64458 -5.67223 4.09158 -0.8995
C 7.62594 -4.69819 4.68074 -0.6207
F 7.11139 -4.04913 5.80701 -0.3362
C 3.31977 -4.59315 2.46236 0.2647
C 2.41402 -5.65470 1.84513 -0.9869
C 1.30462 -5.02041 0.96314 -1.3968
C 0.08936 -4.50769 1.74670 0.7001
C -1.20948 -4.79526 1.00436 -0.9155
C -2.46537 -4.07740 1.48930 -1.1351
C -2.51970 -2.58202 1.17696 -0.4704
C -1.72442 -1.62306 2.08281 -0.1828
C -1.50759 -2.01615 3.54140 -0.5861
C -0.27488 -1.29852 4.11657 -0.0065
C -0.23473 -1.24854 5.64802 -0.8230
C 0.44314 -2.47647 6.27960 -0.8018
N 5.56424 -3.36167 3.25249 -0.0992
C 5.46522 -2.42480 2.15496 -0.9368
C 4.73393 -1.13753 2.57214 -0.6333
C 4.22743 -0.30607 1.39984 -0.2096
C 4.05297 1.15503 1.81009 -1.1612
C 5.78055 -5.39529 1.39294 0.9052
F 4.99324 -4.86557 0.39457 -0.3416
F 5.79334 -6.75879 1.12175 -0.3258
C 7.26920 -4.98274 1.03931 0.6542
F 7.81950 -4.07199 1.83712 -0.2011
F 8.09052 -6.05426 1.05823 -0.2911
F 7.31370 -4.46921 -0.21812 -0.3045
H 3.69013 -4.35519 7.11367 0.5086
H 7.16211 -6.40186 3.47001 0.5943
H 6.28410 -6.26993 4.92650 0.6874
H 8.49378 -5.26869 5.03309 0.3900
H 8.00015 -3.93495 4.01363 0.1690
H 2.77013 -4.12373 3.27786 0.1568
H 3.44763 -3.83098 1.69878 -0.0471
H 2.96878 -6.31090 1.18351 0.4453
H 1.87381 -6.21401 2.59836 0.4893
H 0.95099 -5.82381 0.31112 0.4819
H 1.71356 -4.25437 0.30601 0.3383
H 0.06667 -4.94690 2.74284 0.3900
H 0.20383 -3.43291 1.88743 -0.5338
H -1.39689 -5.86631 1.10659 0.3765
H -1.08145 -4.59907 -0.05979 0.3358
H -2.65854 -4.26213 2.54482 0.4302
H -3.30916 -4.53681 0.96969 0.3884
H -2.13011 -2.46559 0.16299 0.3190
H -3.55852 -2.26079 1.11533 0.0648
H -2.27683 -0.68052 2.09949 0.5014
H -0.76450 -1.37332 1.63552 -0.0092
H -1.32481 -3.08040 3.65300 0.2527
H -2.37972 -1.76349 4.14463 0.6232
H 0.58659 -1.88543 3.79169 -0.3719
H -0.15331 -0.31652 3.66125 0.4138
H 0.33759 -0.36987 5.93682 0.3835
H -1.25153 -1.15500 6.02234 0.2830
H -0.28461 -3.20676 6.62288 0.3039
H 1.02149 -2.17467 7.14968 0.4001
H 1.13627 -2.95407 5.59332 -0.0228
H 5.24558 -2.93389 4.10837 0.3704
H 6.46616 -2.09713 1.85046 0.3205
H 4.99308 -2.78528 1.24342 0.2888
H 3.87240 -1.45480 3.16201 0.2432
H 5.40020 -0.55222 3.20349 0.4244
H 4.89286 -0.35791 0.54047 0.3573
H 3.24143 -0.67988 1.12838 0.1396
H 4.99438 1.59880 2.12718 0.4827
H 3.66498 1.74805 0.98285 0.1766
H 3.35553 1.23380 2.64221 0.2659
C 1.27140 4.46048 -3.17306 -1.2432
C 1.30729 3.35858 -2.12770 -0.2874
N 0.41872 3.61912 -1.01103 0.2093
C 0.60495 2.70506 0.10276 -1.0891
C 0.29149 1.22137 -0.12402 -0.0290
C -0.95907 3.90783 -1.36622 -1.3614
C -1.73782 2.86222 -2.17958 0.3661
H 1.50747 5.43059 -2.73272 0.3399
H 2.00028 4.25603 -3.95815 0.4970
H 0.29302 4.52712 -3.65204 -0.0120
H 2.32359 3.27907 -1.73345 0.4789
H 1.09443 2.39871 -2.62541 0.2265
H 0.01209 3.06988 0.94609 0.3082
H 1.64475 2.78756 0.43152 0.4240
H -0.78397 1.04471 -0.14542 -0.1943
H 0.69443 0.63150 0.70212 0.1535
H 0.73123 0.83479 -1.04353 0.3010
H -0.97156 4.84722 -1.92565 0.5399
H -1.50303 4.12530 -0.44350 0.3224
H -1.14069 2.44652 -2.99238 0.1700
H -2.61897 3.32945 -2.62763 0.1159
H -2.09106 2.03790 -1.56100 -0.2564
C -3.21012 3.96501 -5.68151 -1.3393
C -2.57890 5.31860 -5.39369 0.0223
N -1.55175 5.69129 -6.34929 0.1561
C -0.76499 6.83386 -5.92268 -0.2249
C -1.46185 8.19508 -5.79042 -1.1132
C -1.95085 5.67438 -7.74417 -0.7129
C -3.12846 6.56459 -8.16895 -0.9810
H -2.44984 3.18474 -5.73223 0.2711
H -3.90804 3.70872 -4.88298 0.2029
H -3.77211 3.96192 -6.61611 0.4497
H -2.10384 5.26917 -4.40910 0.1363
H -3.37925 6.07236 -5.31215 0.2019
H 0.08850 6.94014 -6.59773 0.4557
H -0.33518 6.57464 -4.95001 -0.1186
H -1.64854 8.65558 -6.75987 0.2495
H -0.81885 8.87804 -5.23169 0.4526
H -2.40682 8.12345 -5.25159 0.2493
H -2.18980 4.64284 -8.01294 0.3810
H -1.07381 5.92388 -8.34618 0.3889
H -3.95483 6.51596 -7.45875 0.2604
H -3.50920 6.23190 -9.13673 0.3662
H -2.83681 7.60774 -8.28110 0.2806
C -8.08559 0.65468 -2.39463 -1.3842
C -7.18898 0.55005 -1.17020 -0.3489
N -5.79625 0.83576 -1.45350 0.3037
C -4.90375 0.47837 -0.36450 -0.4127
C -5.03955 1.23281 0.96485 -0.9806
C -5.53120 2.10944 -2.09724 -0.3839
C -5.98151 3.39215 -1.38205 -1.0927
H -7.72707 0.00594 -3.19457 0.3326
H -9.09924 0.34760 -2.13390 0.4330
H -8.14427 1.67431 -2.77691 0.2669
H -7.24067 -0.47545 -0.79535 0.4157
H -7.60337 1.19059 -0.37410 0.2903
H -3.87315 0.57202 -0.71797 0.0608
H -5.04504 -0.58830 -0.16563 0.3100
H -4.62210 2.23772 0.91018 0.1476
H -4.48533 0.69983 1.74042 0.3701
H -6.07621 1.30383 1.29533 0.3199
H -5.99654 2.08978 -3.08601 0.3537
H -4.45825 2.16539 -2.29466 -0.0294
H -6.98447 3.29777 -0.96353 0.3195
H -6.00063 4.22104 -2.09321 0.4039
H -5.30268 3.67537 -0.57901 0.2470
```

Values from the calculation:
net charge = -1
E_HOMO = -4.889 eV
HOMO-LUMO gap = 6.7 eV
energy = -3032.2654 Ha

---

(3)
The following is a DFT calculation (ωB97M-V/def2-TZVPD) of 10 unconnected molecules or ions with the total composition C42H100N4O10.

```
156
Properties=species:S:1:pos:R:3:mulliken_charge:R:1
C -1.38271 1.26375 8.27395 -0.0952
O -2.38454 0.40270 8.83805 -0.5246
H -1.68375 2.28249 8.49521 0.2259
H -0.41746 1.03652 8.73785 0.2356
H -1.26843 1.00301 7.22023 -0.1032
H -2.44444 -0.39456 8.31050 0.2969
C 5.60493 1.56639 6.61519 -0.6170
O 4.33099 1.35126 6.03447 -0.4834
H 6.35973 0.91876 6.16000 0.2414
H 5.90999 2.60535 6.47875 0.2392
H 5.55761 1.32442 7.67294 0.2641
H 4.34985 1.68873 5.12703 0.3745
C 0.54784 7.76685 1.76523 -0.6961
O 1.29418 6.58130 1.50643 -0.4249
H -0.44976 7.50206 2.12834 0.2784
H 1.05622 8.48213 2.40505 0.2850
H 0.36362 8.30434 0.82276 0.2751
H 0.65584 5.97704 1.10912 0.1673
C 6.04401 1.48997 2.73653 -0.7173
O 4.90245 2.12266 3.35179 -0.4528
H 6.44909 2.12699 1.95234 0.3407
H 6.82297 1.38074 3.49041 0.2683
H 5.74666 0.51615 2.35551 0.2134
H 4.75392 2.92363 2.83907 0.2677
C -1.89025 5.41522 -0.94165 -0.7025
O -1.36593 4.24435 -1.55396 -0.4243
H -1.10808 6.15135 -0.72904 0.1876
H -2.52702 5.89502 -1.68722 0.3110
H -2.47913 5.12715 -0.06858 0.2618
H -0.54130 3.99687 -1.09674 0.1398
C 2.14556 4.46625 -0.95858 -1.0351
O 1.03343 3.87200 -0.27387 0.2847
H 1.77413 4.70573 -1.95484 0.4025
H 2.53722 5.32407 -0.41381 0.3654
H 2.92757 3.71629 -1.11549 0.2171
H 1.38359 3.49124 0.55894 -0.1654
C 0.66505 1.68931 -2.84945 -1.3185
C 0.94164 1.16880 -4.24816 2.5277
C 0.21747 -0.18354 -4.27772 -1.0694
C 0.21604 -0.89455 -5.62576 -1.0559
C -0.21811 0.09100 -6.74870 -1.1790
C 0.21431 1.55169 -6.66738 1.5097
N 0.26693 1.97374 -5.27020 0.5851
O 0.43487 3.35814 -5.10210 -0.5069
C 1.53990 1.79411 -7.40547 -1.7546
C -0.86182 2.38634 -7.40998 -1.8497
C 2.44779 0.92467 -4.44287 -2.1197
H 1.34704 1.24743 -2.13195 -0.2540
H -0.35586 1.44420 -2.54966 0.0441
H 0.69463 2.77788 -2.79357 0.2572
H 0.74354 -0.85118 -3.57976 0.3411
H -0.78850 -0.12457 -3.85745 0.0762
H -0.33473 -1.83306 -5.64629 0.4927
H 1.25682 -1.18412 -5.81031 0.4695
H -1.30898 -0.02329 -6.77092 0.4103
H 0.10785 -0.37988 -7.68010 0.3859
H 1.62224 1.52961 -8.45432 0.4143
H 1.73156 2.83272 -7.11166 0.3863
H 2.34879 1.25271 -6.90661 0.3685
H -1.73046 2.36676 -6.74074 0.4044
H -0.52356 3.40539 -7.57890 0.3569
H -1.23435 1.93081 -8.32617 0.3929
H 3.00486 1.77437 -4.84122 0.4662
H 2.72784 0.11934 -5.13063 0.3575
H 2.90685 0.57408 -3.51467 0.3561
H -0.43640 3.69873 -4.86554 0.3236
C -0.67401 3.57934 2.46876 -1.7071
C -0.18011 2.12210 2.54060 1.7270
C -1.10403 1.28081 1.60807 -1.1913
C -0.58887 -0.10857 1.34926 -0.0696
C 0.81543 0.00755 0.72309 -1.3912
C 1.80590 0.82144 1.55001 2.3041
N 1.18646 2.06109 1.99305 2.6715
O 2.08722 3.01671 2.50026 -0.5782
C 2.26545 -0.08667 2.70019 -0.7383
C 2.96266 1.03655 0.54449 -1.4091
C -0.27801 1.57116 3.97335 -1.9137
H -0.89403 3.92315 1.45832 -0.1829
H 0.07177 4.25427 2.88926 0.5232
H -1.60576 3.65436 3.03251 0.4976
H -2.12026 1.35429 2.00104 0.6504
H -1.10459 1.84918 0.67104 -0.1799
H -1.30325 -0.58356 0.67113 -0.2226
H -0.54313 -0.77748 2.21327 -0.0221
H 0.59110 0.46880 -0.24361 -0.4497
H 1.11068 -1.01948 0.49939 0.7316
H 1.59665 -0.88249 3.02887 -0.5047
H 3.21566 -0.55691 2.43515 0.6004
H 2.45720 0.47487 3.62143 -0.2227
H 3.77466 1.60166 1.00932 -0.0506
H 3.35787 0.06394 0.26051 0.6379
H 2.60049 1.59548 -0.31442 -0.5392
H -0.08859 0.50240 3.90689 0.1127
H -1.23021 1.78481 4.45404 0.4354
H 0.50754 2.05793 4.55945 0.3694
H 2.43337 2.62325 3.32293 0.3344
C -5.20463 -2.80418 -1.19521 -1.8290
C -4.67256 -1.38138 -1.51271 1.8373
C -3.33504 -1.39416 -2.25532 -1.1109
C -3.48265 -1.74481 -3.74073 -0.5060
C -4.43058 -0.74487 -4.39587 -1.4001
C -5.81285 -0.59766 -3.70189 1.9341
N -5.63593 -0.58585 -2.24992 0.4584
O -6.83625 -0.37672 -1.54591 -0.5452
C -6.35013 0.74513 -4.16769 -2.0034
C -6.68101 -1.75161 -4.15518 -1.7647
C -4.37161 -0.73708 -0.14320 -2.1117
H -5.44336 -3.40974 -2.06966 0.3272
H -6.11839 -2.72781 -0.60832 0.4115
H -4.42841 -3.32223 -0.62778 0.4315
H -2.79520 -0.45126 -2.16177 0.2497
H -2.77121 -2.19212 -1.76412 0.6098
H -3.79817 -2.77778 -3.90157 0.5255
H -2.50916 -1.65952 -4.23063 -0.0808
H -4.69264 -1.13179 -5.38369 0.4008
H -3.90894 0.20355 -4.53356 0.3140
H -7.36020 0.99362 -3.83154 0.3737
H -5.67725 1.54497 -3.85614 0.4338
H -6.43272 0.80320 -5.25686 0.3892
H -6.89586 -1.81127 -5.22493 0.4460
H -6.31732 -2.73883 -3.86679 0.3130
H -7.66748 -1.66453 -3.68439 0.3478
H -5.15650 -0.88385 0.59701 0.4784
H -4.08072 0.31218 -0.26394 0.5349
H -3.45653 -1.11248 0.32771 0.2929
H -6.69945 0.49231 -1.15201 0.3448
C 1.31379 -6.91769 0.92967 -1.5989
C 2.08136 -6.71648 2.23082 1.6417
C 3.39672 -5.99351 1.92585 -1.2196
C 3.31180 -4.45718 1.87266 -0.8307
C 2.49680 -3.90984 3.03388 -0.0987
C 1.15258 -4.55386 3.26989 1.8280
N 1.33511 -5.99494 3.29554 0.3968
O 0.17531 -6.68496 3.68157 -0.4926
C 0.65588 -4.04507 4.61675 -1.9981
C 0.15569 -4.05736 2.18121 -1.4116
C 2.39740 -8.08544 2.82911 -2.0413
H 0.46133 -7.57608 1.13250 0.3425
H 1.85098 -7.37891 0.10156 0.4136
H 0.86999 -5.99864 0.55055 0.2758
H 4.13274 -6.22841 2.70064 0.3805
H 3.80552 -6.25289 0.94803 0.3993
H 2.92911 -4.13335 0.90071 0.2688
H 4.34474 -4.11765 1.96893 0.4996
H 2.41105 -2.85109 2.77790 -0.8847
H 3.14423 -3.97495 3.91353 0.7241
H 0.74995 -2.96052 4.72132 0.2698
H -0.35713 -4.33932 4.89799 0.4172
H 1.25086 -4.38419 5.47389 0.4896
H -0.79183 -4.58982 2.27448 0.4681
H -0.04317 -3.00657 2.40650 0.0024
H 0.50585 -4.12256 1.15479 0.3100
H 3.00250 -8.69527 2.15356 0.4077
H 1.52088 -8.69108 3.06269 0.4082
H 2.94057 -7.98896 3.77280 0.4422
H 0.44497 -7.12267 4.49597 0.3454
```

Values from the calculation:
net charge = 0
SMILES string = CC1(C)CCCC(C)(C)N1O.CC1(C)CCCC(C)(C)N1O.CC1(C)CCCC(C)(C)N1O.CC1(C)CCCC(C)(C)N1O.CO.CO.CO.CO.CO.CO
E_HOMO = -8.011 eV
HOMO-LUMO gap = 8.4 eV
energy = -2631.3823 Ha